The following is a DFT calculation (the ωB97M-V functional and the def2-TZVPD basis) of 2 unconnected molecules or ions with the total composition C6H8N2O2.

Cartesian coordinates (Å):
C1 -0.331 -0.365 1.597
C2 0.559 0.173 0.779
C3 1.876 -0.411 0.246
C4 1.635 -1.508 -0.833
N1 0.146 1.500 0.410
O1 0.947 2.298 -0.066
H1 -1.141 0.372 1.712
H2 -0.411 -1.242 2.021
H3 2.579 0.432 -0.201
H4 2.451 -0.750 1.107
H5 0.761 -2.073 -0.528
H6 2.592 -2.086 -0.891
H7 1.439 -0.878 -1.633
N2 -4.122 1.271 0.518
C5 -3.188 1.098 -0.095
C6 -2.165 0.814 -1.060
O2 -1.981 -0.287 -1.511
H8 -1.646 1.642 -1.573

Results
Energy relative to the best compared isomer or geometry (same formula, charge and spin)   556.05 kJ/mol
Largest force on an atom   6.02 eV/Å
LUMO (alpha / beta)   -1.05 / -1.05 eV
SMILES string   C=C(CC)N=O.N#CC=O
E_HOMO (alpha / beta)   -9.53 / -9.53 eV